[1]
Density functional theory data (the ωB97M-V functional and the def2-TZVPD basis) for 2 unconnected molecules or ions with the total composition C5H6ClNO.

Last column: natural (NBO) charge in e.
CARTESIAN COORDINATES (ANGSTROEM)
C1 -1.04 1.45 -0.01  -0.6482
C2 -0.03 0.37 -0.57  -0.2962
C3 -0.40 -1.03 -0.46  -0.2230
C4 0.76 -0.47 0.36  0.1039
C5 2.00 -0.96 -0.06  0.2569
H1 -0.82 2.60 -0.62  0.2699
H2 -0.88 1.18 1.19  0.2292
H3 -2.43 0.94 -0.33  0.2313
H4 0.08 0.66 -1.77  0.2659
H5 -0.17 -1.84 -1.23  0.2578
H6 0.97 0.65 1.94  0.4879
N1 3.01 -1.36 -0.38  -0.2980
O1 0.81 -0.40 1.69  -0.6302
Cl1 -1.84 -1.78 0.23  -0.0071

Values from the calculation:
**Energy relative to the best compared isomer or geometry (same formula, charge and spin)**: 141.74 kcal per mole
**Spin multiplicity**: 1
**Kohn-Sham gap**: 10.19 eV
**LUMO energy**: 0.01 eV

---

[2]
Density functional theory data (the ωB97M-V functional and the def2-TZVPD basis) for C3H6N2O2S in the gas phase.

Last column: natural (NBO) charge in e.
CARTESIAN COORDINATES (ANGSTROEM)
N1 2.63 -0.32 0.36  -0.8219
C1 2.25 0.84 -0.26  0.2430
N2 1.08 1.22 -0.57  -0.1896
O1 0.13 0.20 -0.23  -0.4127
C2 -1.13 0.51 -0.08  0.2198
S1 -1.79 1.98 0.17  -0.0725
C3 -1.84 -0.82 0.00  -0.1448
O2 -3.19 -0.66 -0.34  -0.6999
H1 3.61 -0.65 0.36  0.4083
H2 1.93 -1.05 0.47  0.4062
H3 3.05 1.54 -0.47  0.2005
H4 -1.41 -1.51 -0.69  0.1989
H5 -1.80 -1.28 0.99  0.1881
H6 -3.53 0.00 0.30  0.4765

Values from the calculation:
**Energy relative to the best compared isomer or geometry (same formula, charge and spin)**: 77.65 kcal per mole
**Spin multiplicity**: 1
**Kohn-Sham gap**: 9.26 eV
**SMILES**: N/C=N\OC(=S)CO
**LUMO energy**: 0.46 eV

---

[3]
Density functional theory data (the ωB97M-V functional and the def2-TZVPD basis) for 5 unconnected molecules or ions with the total composition C52H68N5O14Si.

Last column: Mulliken charge in e.
CARTESIAN COORDINATES (ANGSTROEM)
C1 -3.20 -2.84 2.29  -1.0262
C2 -3.52 -1.36 1.67  -0.1990
C3 -2.20 -0.48 1.25  0.5423
C4 -1.13 -0.44 2.54  -0.7598
C5 -2.57 1.06 0.70  0.1864
O1 -1.89 1.95 1.63  -0.1509
C6 -2.70 2.56 2.66  0.0408
C7 -1.64 3.23 3.77  0.5138
C8 -1.28 2.24 5.02  -0.5540
O2 -2.39 4.38 4.36  -0.6042
C9 -4.20 1.25 0.58  -0.5082
C10 -4.59 2.68 -0.18  -0.9032
N1 -3.84 2.91 -1.47  0.3617
C11 -2.35 2.64 -1.42  -1.4519
C12 -1.79 2.87 -2.98  0.0632
C13 -0.87 4.21 -3.15  0.1818
O3 -1.43 5.43 -3.03  -0.6389
C14 0.77 4.20 -3.50  0.3090
C15 1.60 2.78 -3.81  0.0935
C16 3.24 2.75 -4.11  -0.4010
C17 4.09 4.16 -4.09  -0.3487
C18 3.30 5.57 -3.80  -0.4078
C19 1.66 5.57 -3.50  -0.4940
C20 -1.90 1.17 -0.84  0.4074
C21 -2.63 0.06 -1.87  -0.2357
C22 -1.61 -0.89 -2.71  -0.7999
O4 -0.87 -1.89 -1.94  -0.0977
Si1 0.37 -2.61 -2.98  0.4834
C23 -0.29 -3.00 -4.77  -0.7593
C24 1.78 -1.27 -3.23  -0.5256
C25 1.07 -4.28 -2.29  -0.9195
C26 -0.27 1.12 -0.87  0.4037
C27 0.56 2.38 -0.26  0.1311
C28 1.64 1.80 0.88  0.1142
O5 1.88 2.58 1.96  -0.6362
O6 2.38 0.54 0.76  -0.4204
H1 -4.12 -3.56 2.16  0.3113
H2 -2.18 -3.31 1.90  0.1899
H3 -3.05 -2.70 3.46  0.2846
H4 -4.26 -1.53 0.75  0.1690
H5 -4.09 -0.76 2.52  0.1427
H6 -1.62 -1.12 0.43  -0.3117
H7 -0.14 0.14 2.30  -0.1251
H8 -0.80 -1.54 2.86  0.4030
H9 -1.75 -0.02 3.44  0.1513
H10 -3.30 1.71 3.23  0.1390
H11 -3.40 3.43 2.35  -0.2280
H12 -0.71 3.71 3.23  0.1460
H13 -2.05 1.36 5.10  0.2303
H14 -1.15 2.86 6.01  0.0274
H15 -0.22 1.75 4.76  0.1529
H16 -2.67 5.03 3.64  0.3281
H17 -4.73 0.42 -0.10  0.4331
H18 -4.78 1.13 1.62  0.4013
H19 -4.57 3.61 0.52  0.2577
H20 -5.74 2.55 -0.49  0.3867
H21 -4.36 2.43 -2.23  0.5717
H22 -3.93 3.95 -1.68  0.4958
H23 -1.89 3.56 -0.81  0.5766
H24 -2.75 3.03 -3.67  0.4433
H25 -1.25 1.93 -3.41  -0.0533
H26 1.07 1.72 -3.83  -0.0666
H27 3.77 1.70 -4.30  0.3036
H28 5.25 4.09 -4.28  0.3067
H29 3.90 6.58 -3.79  0.3104
H30 1.14 6.60 -3.27  0.3252
H31 -3.32 -0.71 -1.27  0.0505
H32 -3.34 0.57 -2.65  0.4410
H33 -0.85 -0.27 -3.40  0.1322
H34 -2.28 -1.49 -3.49  0.3894
H35 0.58 -3.44 -5.44  0.0861
H36 -1.17 -3.79 -4.67  0.2463
H37 -0.74 -2.01 -5.19  0.2871
H38 2.81 -1.78 -3.51  0.3791
H39 1.40 -0.57 -4.11  0.0636
H40 1.89 -0.66 -2.21  0.0366
H41 0.49 -5.16 -2.86  0.1880
H42 2.20 -4.37 -2.64  0.3061
H43 0.99 -4.39 -1.13  0.2695
H44 0.18 1.01 -1.97  -1.0777
H45 0.04 0.10 -0.32  0.6430
H46 -0.06 3.20 0.29  0.0833
H47 1.25 2.95 -1.05  0.3221
H48 1.95 -0.09 1.44  0.4300
C29 4.35 2.48 4.56  -0.6097
C30 5.26 2.16 5.56  -0.3908
C31 6.43 1.46 5.25  -0.3869
C32 6.68 1.09 3.92  0.0172
C33 5.76 1.40 2.91  -0.4161
C34 4.59 2.10 3.24  -0.0085
N2 7.91 0.38 3.58  0.9730
O7 8.69 0.10 4.51  -0.5834
O8 8.11 0.10 2.39  -0.5875
H49 3.44 3.03 4.80  0.4276
H50 5.06 2.46 6.59  0.3764
H51 7.13 1.22 6.05  0.4365
H52 5.93 1.12 1.88  0.4426
H53 3.87 2.35 2.46  0.3228
C35 -1.81 6.36 11.23  -0.3750
C36 -2.94 5.65 10.82  -0.4416
C37 -2.79 4.51 10.02  -0.3270
C38 -1.51 4.09 9.65  0.1231
C39 -0.37 4.81 10.06  -0.2795
C40 -0.53 5.95 10.85  -0.4630
N3 -1.34 2.88 8.84  0.9373
O9 -2.37 2.28 8.48  -0.5588
O10 -0.19 2.52 8.56  -0.5579
H54 -1.93 7.25 11.85  0.3656
H55 -3.93 5.98 11.11  0.3661
H56 -3.68 3.97 9.71  0.4139
H57 0.63 4.49 9.78  0.4206
H58 0.34 6.51 11.18  0.3661
C41 -2.44 -9.83 -3.25  -0.3856
C42 -3.32 -8.85 -3.70  -0.5151
C43 -3.36 -7.60 -3.09  -0.3248
C44 -2.50 -7.33 -2.01  0.0217
C45 -1.62 -8.32 -1.55  -0.1573
C46 -1.59 -9.57 -2.17  -0.5053
N4 -2.51 -6.01 -1.38  1.0884
O11 -3.32 -5.17 -1.81  -0.6135
O12 -1.71 -5.81 -0.45  -0.5745
H59 -2.41 -10.80 -3.73  0.3736
H60 -3.98 -9.06 -4.54  0.3771
H61 -4.05 -6.84 -3.46  0.4197
H62 -0.95 -8.13 -0.71  0.4294
H63 -0.91 -10.34 -1.82  0.3728
C47 4.79 -2.85 -9.13  -0.3858
C48 3.88 -3.68 -9.79  -0.4469
C49 3.05 -4.53 -9.06  -0.3756
C50 3.13 -4.53 -7.66  0.0552
C51 4.05 -3.70 -7.00  -0.1869
C52 4.87 -2.86 -7.74  -0.4862
N5 2.24 -5.40 -6.88  0.9884
O13 1.46 -6.14 -7.51  -0.5858
O14 2.32 -5.36 -5.65  -0.5580
H64 5.43 -2.18 -9.71  0.3725
H65 3.82 -3.66 -10.88  0.3694
H66 2.35 -5.17 -9.59  0.4370
H67 4.12 -3.70 -5.91  0.4458
H68 5.59 -2.21 -7.23  0.3773

Values from the calculation:
**Spin multiplicity**: 1
**Kohn-Sham gap**: 7.48 eV
**Charge**: +1
**LUMO energy**: -3.45 eV

---

[4]
Density functional theory data (the ωB97M-V functional and the def2-TZVPD basis) for a molecular structure, C49H40Cl3CrN10O2S2.

Last column: natural (NBO) charge in e.
CARTESIAN COORDINATES (ANGSTROEM)
Cr1 0.17 -0.10 0.37  1.2082
C1 5.21 -5.03 -0.96  -0.6296
C2 4.67 -3.77 -0.35  -0.0294
C3 4.90 -3.42 0.98  -0.1994
C4 4.37 -2.27 1.52  -0.1856
C5 3.59 -1.37 0.79  0.1606
N1 3.13 -0.23 1.43  -0.5541
C6 3.96 0.34 2.44  0.2374
C7 5.21 0.87 2.13  -0.1959
C8 6.05 1.36 3.11  -0.2030
C9 5.65 1.36 4.45  0.0009
C10 6.54 1.92 5.52  -0.6296
C11 4.40 0.85 4.75  -0.2137
C12 3.55 0.35 3.77  0.1129
N2 2.30 -0.21 4.16  -0.1809
C13 2.09 -0.99 5.25  -0.0345
C14 0.74 -1.09 5.43  -0.3359
C15 0.20 -0.29 4.40  -0.0620
N3 1.14 0.25 3.65  -0.2484
C16 3.36 -1.71 -0.56  0.0539
C17 3.88 -2.90 -1.09  -0.1945
N4 2.61 -0.93 -1.51  -0.1662
C18 3.08 -0.56 -2.71  0.0039
C19 2.01 -0.23 -3.51  -0.3285
C20 0.90 -0.47 -2.70  -0.0149
N5 1.25 -0.89 -1.49  -0.3529
H1 6.11 -5.36 -0.44  0.2239
H2 5.46 -4.89 -2.01  0.2223
H3 4.49 -5.85 -0.90  0.2215
H4 5.51 -4.07 1.60  0.2196
H5 4.57 -2.04 2.56  0.2242
H6 5.51 0.87 1.09  0.2215
H7 7.01 1.77 2.83  0.2188
H8 7.57 1.63 5.37  0.2234
H9 6.23 1.58 6.51  0.2181
H10 6.50 3.01 5.52  0.2293
H11 4.05 0.87 5.78  0.2209
H12 2.92 -1.44 5.78  0.2288
H13 0.21 -1.65 6.19  0.2319
H14 -0.84 -0.05 4.21  0.1987
H15 3.66 -3.12 -2.12  0.2217
H16 4.14 -0.55 -2.90  0.2379
H17 2.03 0.13 -4.52  0.2433
H18 -0.14 -0.33 -2.93  0.2102
N6 -3.26 -1.14 2.64  -0.5757
C21 -4.32 -0.21 2.69  0.1089
C22 -5.49 -0.51 3.36  -0.2149
C23 -6.53 0.41 3.39  -0.1917
C24 -6.40 1.62 2.74  -0.2010
C25 -5.22 1.92 2.07  -0.2266
C26 -4.18 1.01 2.05  -0.1533
S1 -2.67 1.47 1.26  0.4960
N7 -1.80 -0.01 1.18  -0.7266
C27 -2.15 -1.03 1.89  0.4169
C28 -1.22 -2.20 1.88  0.2145
C29 -1.54 -3.43 2.43  -0.2295
C30 -0.61 -4.44 2.42  -0.1333
C31 0.62 -4.21 1.82  -0.2133
C32 0.85 -2.97 1.26  0.0735
N8 -0.04 -1.97 1.30  -0.5060
H19 -3.39 -1.99 3.17  0.4135
H20 -5.59 -1.47 3.86  0.2181
H21 -7.44 0.16 3.92  0.2300
H22 -7.20 2.34 2.76  0.2309
H23 -5.10 2.88 1.57  0.2329
H24 -2.52 -3.62 2.86  0.2159
H25 -0.84 -5.41 2.85  0.2360
H26 1.38 -4.97 1.78  0.2406
H27 1.78 -2.76 0.75  0.2348
O1 2.22 1.81 1.12  -0.6318
C33 2.05 0.62 0.92  0.2554
Cl1 -4.68 -2.46 -0.07  0.0123
C34 -4.38 -1.23 -1.26  -0.0133
C35 -3.56 -1.51 -2.34  -0.2516
C36 -3.27 -0.48 -3.22  -0.1991
C37 -3.75 0.81 -3.06  -0.0022
C38 -3.15 1.91 -3.92  0.0548
C39 -2.52 3.08 -3.15  -0.2245
N9 -1.40 2.71 -2.28  -0.3322
C40 -0.24 3.44 -2.09  -0.0786
C41 0.47 2.79 -1.13  -0.0600
N10 -0.22 1.67 -0.74  -0.5645
C42 -1.33 1.65 -1.46  0.1873
O2 -4.11 2.45 -4.80  -0.5239
C43 -3.81 2.22 -6.18  -0.0812
C44 -2.51 2.85 -6.58  -0.1474
C45 -1.33 2.19 -6.77  -0.2530
Cl2 -1.07 0.49 -6.70  0.0368
S2 -0.02 3.23 -7.11  0.4912
C46 -1.04 4.60 -7.00  -0.4075
C47 -2.32 4.26 -6.72  -0.2409
C48 -4.67 1.01 -2.02  -0.0241
Cl3 -5.46 2.54 -1.77  0.0302
C49 -4.97 0.01 -1.11  -0.2596
H28 -3.14 -2.50 -2.47  0.2412
H29 -2.59 -0.67 -4.05  0.2276
H30 -2.33 1.43 -4.47  0.1975
H31 -3.28 3.59 -2.56  0.2288
H32 -2.14 3.79 -3.88  0.2339
H33 -0.06 4.35 -2.62  0.2320
H34 1.42 3.04 -0.68  0.2624
H35 -2.09 0.90 -1.38  0.2253
H36 -4.63 2.69 -6.72  0.2176
H37 -3.82 1.15 -6.41  0.1905
H38 -0.63 5.58 -7.17  0.2516
H39 -3.12 4.97 -6.63  0.2386
H40 -5.64 0.21 -0.29  0.2551

Values from the calculation:
**Energy relative to the best compared isomer or geometry (same formula, charge and spin)**: 0.00 kcal per mole
**Spin multiplicity**: 5
**Kohn-Sham gap (spin up / spin down)**: 5.97 / 6.79 eV
**Charge**: +1
**LUMO energy (spin up / spin down)**: -2.81 / -2.96 eV

---

[5]
Density functional theory data (the ωB97M-V functional and the def2-TZVPD basis) for C8H5FO in the gas phase.

Last column: natural (NBO) charge in e.
CARTESIAN COORDINATES (ANGSTROEM)
O1 -2.56 -2.33 -0.05  -0.4017
C1 -1.82 -1.47 -0.12  0.7852
C2 -0.72 -0.74 -0.13  -0.3800
C3 0.45 -1.54 0.03  -0.1105
C4 1.70 -1.05 0.05  -0.2848
C5 1.84 0.39 -0.03  -0.1791
C6 0.76 1.21 -0.19  -0.2193
C7 -0.59 0.72 -0.13  -0.1206
C8 -1.64 1.53 0.10  0.1978
F1 -1.40 2.87 0.06  -0.3427
H1 0.26 -2.55 0.01  0.2057
H2 2.67 -1.41 0.23  0.2291
H3 2.88 0.89 0.10  0.2168
H4 0.86 2.32 -0.27  0.2330
H5 -2.68 1.16 0.35  0.1712

Values from the calculation:
**Spin multiplicity**: 1
**Kohn-Sham gap (spin up / spin down)**: 7.41 / 7.41 eV
**SMILES**: O=C=c1cccc/c1=C\F
**LUMO energy (spin up / spin down)**: 0.09 / 0.09 eV

---

[6]
Density functional theory data (the ωB97M-V functional and the def2-TZVPD basis) for C2H5NO2S in the gas phase.

Last column: natural (NBO) charge in e.
CARTESIAN COORDINATES (ANGSTROEM)
C1 0.69 -0.12 -0.54  -0.1481
C2 -0.02 0.49 0.64  -0.5011
N1 -1.65 -1.47 0.35  -0.8612
O1 -2.24 0.44 -1.03  -0.9577
O2 0.66 -1.44 -0.50  -0.3587
S1 -1.92 0.05 0.32  1.5137
H1 0.25 0.46 -1.34  0.1764
H2 1.75 0.41 -0.51  0.2565
H3 0.17 -0.12 1.47  0.2253
H4 0.28 1.52 0.89  0.2342
H5 -1.76 -2.10 -0.51  0.4208

Values from the calculation:
**Energy relative to the best compared isomer or geometry (same formula, charge and spin)**: 129.77 kcal per mole
**Spin multiplicity**: 1
**Kohn-Sham gap (spin up / spin down)**: 8.24 / 7.57 eV
**LUMO energy (spin up / spin down)**: -2.02 / -1.99 eV

---

| no. | total energy (Ha) |
| --- | --- |
| 1 | -784.095893 |
| 2 | -776.016414 |
| 3 | -3637.651302 |
| 4 | -5810.566354 |
| 5 | -482.846826 |
| 6 | -682.432783 |